one.
An isolated molecule of C4H8N2, computed with ωB97M-V with the def2-TZVPD basis set.

XYZ file:
```
14
Properties=species:S:1:pos:R:3:mulliken_charge:R:1
C 1.47 -0.18 -0.51 -0.189
N 1.26 1.10 -0.30 -0.577
N 0.13 1.32 0.52 -0.183
C -1.06 0.76 -0.11 -0.428
C -0.86 -0.77 -0.12 -0.582
C 0.61 -1.07 0.30 -0.642
H 2.49 -0.34 -1.04 0.351
H 0.11 2.30 0.71 0.283
H -1.95 1.03 0.47 0.356
H -1.21 1.11 -1.15 0.272
H -1.48 -1.17 0.62 0.276
H -1.11 -1.37 -1.07 0.300
H 0.86 -2.06 0.33 0.478
H 0.76 -0.65 1.34 0.286
```

## Properties
Highest occupied orbital energy, eV: -8.55
SMILES string: C1=NNCCC1
Orbital gap, hartree: 0.358

---

two.
An isolated molecule of C4H8N2, computed with ωB97M-V with the def2-TZVPD basis set.

XYZ file:
```
14
Properties=species:S:1:pos:R:3:mulliken_charge:R:1
C -0.13 -1.57 -0.28 -0.817
C -1.99 0.92 -0.01 -0.745
N -1.06 0.26 -0.90 -0.474
C 0.09 -0.17 -0.29 0.419
N 2.34 -0.02 0.57 -0.442
C 1.21 0.54 0.04 -0.155
H 3.23 0.39 0.34 0.215
H 2.35 -1.02 0.70 0.228
H 0.49 -2.27 -0.85 0.318
H -1.07 -1.95 0.08 0.250
H 1.24 1.61 -0.15 0.378
H -1.49 1.73 0.55 0.306
H -2.38 0.23 0.76 0.246
H -2.83 1.32 -0.57 0.272
```

## Properties
Highest occupied orbital energy (alpha / beta), eV: -7.47 / -7.72
Orbital gap (alpha / beta), hartree: 0.279 / 0.286

---

Structures ranked by computed energy, the most stable listed first: one, two.

---

one.
A cluster of 2 separate species, C4H8N2 in total, computed with ωB97M-V with the def2-TZVPD basis set.

XYZ file:
```
14
Properties=species:S:1:pos:R:3:mulliken_charge:R:1
C -0.29 -1.91 0.14 -0.406
N 0.31 -1.75 1.37 -0.325
C -0.54 -0.58 0.99 0.030
C 0.12 0.49 0.47 -0.041
C 0.17 1.87 0.05 -0.284
N 1.28 0.90 -0.18 -0.549
H -1.37 -0.53 -1.77 -0.142
H 0.41 -1.85 -0.71 0.221
H 1.32 -1.55 1.39 0.274
H -1.48 -0.47 1.51 0.354
H -1.31 0.01 -2.28 0.136
H 0.42 2.67 0.75 0.227
H -0.44 2.17 -0.80 0.216
H 1.35 0.59 -1.15 0.290
```

## Properties
Highest occupied orbital energy (alpha / beta), eV: -7.48 / -7.22
Orbital gap (alpha / beta), hartree: 0.287 / 0.275

---

two.
An isolated molecule of C4H8N2, computed with ωB97M-V with the def2-TZVPD basis set.

XYZ file:
```
14
Properties=species:S:1:pos:R:3:mulliken_charge:R:1
C 0.58 -0.93 0.52 -0.434
C 1.15 0.17 -0.55 -0.641
C -1.15 0.76 0.69 -0.340
C -0.86 -0.75 0.71 -0.526
N 0.04 0.76 -1.36 0.109
N -1.11 1.06 -0.77 -0.672
H 0.87 -1.99 0.30 0.356
H 1.25 -0.53 1.41 0.187
H 1.65 0.89 0.04 0.353
H 1.77 -0.36 -1.24 0.303
H -2.31 0.90 0.86 0.295
H -0.60 1.16 1.48 0.308
H -1.33 -1.50 0.22 0.398
H 0.04 0.37 -2.30 0.304
```

## Properties
Highest occupied orbital energy (alpha / beta), eV: -7.25 / -7.82
Orbital gap (alpha / beta), hartree: 0.277 / 0.319

---

three.
An isolated molecule of C4H8N2, computed with ωB97M-V with the def2-TZVPD basis set.

XYZ file:
```
14
Properties=species:S:1:pos:R:3:mulliken_charge:R:1
C -0.51 -1.83 0.43 -0.892
N -0.42 -0.41 0.77 -0.349
C -0.14 0.45 -0.37 0.347
C 0.07 1.89 0.08 -1.420
C 1.04 0.00 -1.17 0.234
N 1.95 -0.38 -1.78 -0.448
H -1.28 -1.97 -0.33 0.290
H -0.81 -2.39 1.32 0.318
H 0.43 -2.25 0.05 0.330
H 0.29 -0.26 1.48 0.287
H -1.00 0.40 -1.05 0.224
H 0.26 2.54 -0.78 0.378
H -0.82 2.24 0.60 0.360
H 0.93 1.97 0.75 0.340
```

## Properties
Highest occupied orbital energy, eV: -9.75
SMILES string: CN[C@@H](C)C#N
Orbital gap, hartree: 0.393

---

Structures ranked by computed energy, the most stable listed first: three, two, one.

---

one.
A structure of composition C4H8N2, computed with ωB97M-V with the def2-TZVPD basis set.

XYZ file:
```
14
Properties=species:S:1:pos:R:3:mulliken_charge:R:1
C 1.57 0.46 -0.03 -0.231
N 1.63 -1.02 0.13 -0.462
C 0.67 -1.09 -0.93 -0.428
C 0.60 0.23 -1.17 -0.369
C -2.19 0.17 0.54 -0.295
N -1.31 0.46 1.41 -0.486
H 2.54 0.88 -0.32 0.228
H 1.19 0.96 0.85 0.189
H 1.29 -1.34 1.04 0.291
H 0.24 -1.98 -1.35 0.399
H 0.13 0.86 -1.91 0.387
H -2.39 -0.88 0.31 0.293
H -2.77 0.90 -0.04 0.248
H -1.21 1.47 1.48 0.236
```

## Properties
Highest occupied orbital energy, eV: -8.37
Orbital gap, hartree: 0.348

---

two.
An isolated molecule of C4H8N2, computed with ωB97M-V with the def2-TZVPD basis set.

XYZ file:
```
14
Properties=species:S:1:pos:R:3:mulliken_charge:R:1
C 0.64 -0.93 -0.04 -0.146
C -0.33 -0.04 -0.66 0.112
C -1.43 0.57 0.19 -1.457
N 0.66 -1.21 1.25 -0.337
C 0.87 1.06 -1.00 -0.032
N 1.89 0.94 -0.32 -0.777
H 1.26 -1.54 -0.68 0.369
H -0.70 -0.47 -1.60 0.362
H 0.19 -0.59 1.89 0.229
H 1.46 -1.71 1.64 0.260
H 0.61 1.68 -1.89 0.333
H -1.97 1.31 -0.39 0.364
H -1.01 1.10 1.05 0.400
H -2.15 -0.17 0.55 0.319
```

## Properties
Highest occupied orbital energy (alpha / beta), eV: -6.43 / -6.43
Orbital gap (alpha / beta), hartree: 0.259 / 0.259

---

three.
An isolated molecule of C4H8N2, computed with ωB97M-V with the def2-TZVPD basis set.

XYZ file:
```
14
Properties=species:S:1:pos:R:3:mulliken_charge:R:1
C -1.57 0.25 2.47 -0.204
N -0.38 -0.01 1.91 -0.506
N -0.60 -0.10 0.50 -0.151
C 0.44 -0.12 -0.20 -0.435
C 0.29 -0.30 -1.68 -0.096
C 1.60 0.20 -2.40 -0.947
H -2.62 0.35 1.98 0.261
H -1.63 0.50 3.52 0.286
H 1.37 0.13 0.24 0.515
H -0.69 0.18 -2.09 0.276
H 0.09 -1.47 -1.83 0.188
H 2.48 -0.57 -2.34 0.256
H 1.99 1.23 -1.91 0.284
H 1.31 0.24 -3.56 0.271
```

## Properties
Highest occupied orbital energy, eV: -9.37
SMILES string: C=N/N=C/CC
Orbital gap, hartree: 0.369

---

Structures ranked by computed energy, the most stable listed first: one, three, two.